Density functional theory data (ωB97M-V/def2-TZVPD) for a single C4H12N2O molecule in a non-equilibrium geometry.

Each atom is followed by the atoms it is bonded to, with distances in Å.
Cartesian coordinates (Å):
1 N -1.54 -2.45 -0.35  C2 1.545, H8 0.988, H9 1.026
2 C -0.24 -1.63 -0.51  N1 1.545, C3 1.514, H10 1.089, H11 1.128
3 C -0.32 -0.39 0.34  C2 1.514, N4 1.483, C5 1.468, H12 1.143
4 N -1.58 0.26 -0.09  C3 1.483, H13 1.101, H14 1.067
5 C 0.97 0.29 0.11  C3 1.468, C6 1.516, H15 1.210, H16 1.125
6 C 1.03 1.77 0.39  C5 1.516, O7 1.570, H17 1.097, H18 1.156
7 O 2.46 2.41 0.26  C6 1.570, H19 0.954
8 H -1.71 -2.41 0.63  N1 0.988
9 H -2.39 -1.91 -0.56  N1 1.026
10 H 0.50 -2.36 -0.19  C2 1.089
11 H 0.02 -1.49 -1.60  C2 1.128
12 H -0.30 -0.67 1.45  C3 1.143
13 H -1.76 1.15 0.53  N4 1.101
14 H -1.66 0.49 -1.13  N4 1.067
15 H 1.53 0.12 -0.95  C5 1.210
16 H 1.64 -0.27 0.82  C5 1.125
17 H 0.25 2.31 -0.16  C6 1.097
18 H 0.79 1.82 1.53  C6 1.156
19 H 2.31 2.94 -0.52  O7 0.954

The value obtained for the gap between HOMO and LUMO is 10.0515 eV. The energy above the lowest of the compared OMol25 structures with the same formula, charge and spin is 67.8 kcal/mol. For the molar mass, the calculation gives 104.2 g mol⁻¹.